Here is C19H23N3O3S in the gas phase in a non-equilibrium geometry from the OMol25 dataset. Energies are from ωB97M-V/def2-TZVPD.

## Properties
HOMO	-7.6949	eV
energy relative to the best compared isomer or geometry (same formula, charge and spin)	97.1	kcal per mole
energy	-1525.92356	a.u.
SMILES	CCOc1ccc(CNC(=S)N/N=C/c2ccc(OC)c(OC)c2)cc1

Bonds (Å) are listed after each position.
Cartesian coordinates (Å):
1 S -1.635 4.745 0.023  C24 1.659
2 O 6.555 -0.087 0.503  C13 1.410, C17 1.362
3 O -6.255 -2.301 -0.458  C12 1.359, C22 1.414
4 O 5.464 -2.697 -0.124  C19 1.406, C20 1.371
5 N -1.827 2.169 -0.336  C18 1.451, C24 1.338, H45 1.010
6 N 0.314 3.050 0.123  N7 1.337, C24 1.359, H33 1.024
7 N 0.996 1.905 0.021  N6 1.337, C25 1.277
8 C -3.070 -0.928 -1.453  C10 1.390, C14 1.378, H35 1.080
9 C 3.052 0.716 0.112  C15 1.393, C23 1.394, C25 1.443
10 C -2.757 -0.056 -0.417  C8 1.390, C18 1.503, C26 1.388
11 C -6.731 -3.181 1.775  C22 1.526, H28 1.087, H42 1.087, H44 1.087
12 C -5.131 -1.544 -0.361  O3 1.359, C14 1.397, C21 1.392
13 C 7.540 -1.092 0.429  O2 1.410, H31 1.092, H32 1.090, H41 1.092
14 C -4.235 -1.664 -1.426  C8 1.378, C12 1.397, H38 1.078
15 C 4.426 0.774 0.331  C9 1.393, C17 1.389, H47 1.079
16 C 3.281 -1.644 -0.276  C20 1.393, C23 1.379, H49 1.078
17 C 5.241 -0.347 0.254  O2 1.362, C15 1.389, C20 1.410
18 C -1.495 0.760 -0.433  N5 1.451, C10 1.503, H34 1.096, H48 1.095
19 C 4.891 -3.942 -0.437  O4 1.406, H39 1.089, H40 1.095, H43 1.095
20 C 4.655 -1.592 -0.055  O4 1.371, C16 1.393, C17 1.410
21 C -4.823 -0.668 0.677  C12 1.392, C26 1.383, H36 1.078
22 C -7.190 -2.319 0.602  O3 1.414, C11 1.526, H27 1.097, H37 1.094
23 C 2.486 -0.520 -0.196  C9 1.394, C16 1.379, H46 1.077
24 C -1.022 3.206 -0.077  S1 1.659, N5 1.338, N6 1.359
25 C 2.259 1.917 0.207  N7 1.277, C9 1.443, H29 1.096
26 C -3.648 0.061 0.640  C10 1.388, C21 1.383, H30 1.081
27 H -7.422 -1.299 0.933  C22 1.097
28 H -7.506 -3.205 2.537  C11 1.087
29 H 2.789 2.846 0.447  C25 1.096
30 H -3.422 0.735 1.454  C26 1.081
31 H 7.372 -1.880 1.166  C13 1.092
32 H 8.478 -0.583 0.652  C13 1.090
33 H 0.810 3.922 0.326  N6 1.024
34 H -0.929 0.571 -1.353  C18 1.096
35 H -2.393 -1.034 -2.288  C8 1.080
36 H -5.487 -0.540 1.517  C21 1.078
37 H -8.092 -2.749 0.158  C22 1.094
38 H -4.484 -2.341 -2.227  C14 1.078
39 H 5.720 -4.648 -0.435  C19 1.089
40 H 4.154 -4.248 0.312  C19 1.095
41 H 7.595 -1.534 -0.568  C13 1.092
42 H -5.816 -2.789 2.213  C11 1.087
43 H 4.426 -3.935 -1.428  C19 1.095
44 H -6.540 -4.195 1.433  C11 1.087
45 H -2.790 2.421 -0.508  N5 1.010
46 H 1.425 -0.589 -0.372  C23 1.077
47 H 4.904 1.711 0.571  C15 1.079
48 H -0.857 0.492 0.415  C18 1.095
49 H 2.816 -2.587 -0.515  C16 1.078



Here is C19H23N3O4 in the gas phase in a non-equilibrium geometry from the OMol25 dataset. Energies are from ωB97M-V/def2-TZVPD.

## Properties
HOMO	-8.1656	eV
energy relative to the best compared isomer or geometry (same formula, charge and spin)	149.3	kcal per mole
energy	-1202.92741	a.u.
SMILES	O=[N+]([O-])c1ccc(N2CCN(C[C@H](O)COc3ccccc3)CC2)cc1

Bonds (Å) are listed after each position.
Cartesian coordinates (Å):
1 O -0.251 3.139 -4.283  N5 1.219
2 O -2.611 -2.062 0.178  C12 1.407, C20 1.368
3 O -0.177 -3.743 2.257  C14 1.407, H37 0.966
4 O 1.562 2.077 -4.746  N5 1.219
5 N 0.728 2.490 -3.958  O1 1.219, O4 1.219, C11 1.419
6 N 1.407 1.296 1.450  C21 1.361, C23 1.448, C26 1.443
7 N 0.998 -1.144 2.438  C8 1.456, C9 1.449, C22 1.458
8 C 2.396 -0.821 2.191  N7 1.456, C26 1.545, H40 1.097, H46 1.091
9 C 0.370 -0.075 3.189  N7 1.449, C23 1.552, H30 1.093, H36 1.090
10 C 0.168 2.373 -0.310  C21 1.410, C25 1.371, H43 1.078
11 C 0.904 2.191 -2.582  N5 1.419, C13 1.393, C25 1.394
12 C -1.715 -3.073 0.571  O2 1.407, C14 1.536, H39 1.092, H44 1.094
13 C 1.971 1.393 -2.175  C11 1.393, C17 1.371, H33 1.079
14 C -0.816 -2.608 1.726  O3 1.407, C12 1.536, C22 1.535, H35 1.103
15 C -1.274 -1.315 -1.751  C19 1.386, C20 1.390, H28 1.079
16 C -2.070 0.620 -2.945  C18 1.386, C19 1.382, H38 1.079
17 C 2.136 1.087 -0.848  C13 1.371, C21 1.409, H31 1.078
18 C -3.116 0.736 -2.043  C16 1.386, C24 1.379, H47 1.080
19 C -1.155 -0.404 -2.788  C15 1.386, C16 1.382, H32 1.080
20 C -2.333 -1.212 -0.857  O2 1.368, C15 1.390, C24 1.396
21 C 1.239 1.567 0.127  N6 1.361, C10 1.410, C17 1.409
22 C 0.225 -1.572 1.278  N7 1.458, C14 1.535, H29 1.097, H42 1.093
23 C 0.306 1.254 2.389  N6 1.448, C9 1.552, H34 1.090, H41 1.098
24 C -3.249 -0.169 -1.011  C18 1.379, C20 1.396, H48 1.079
25 C 0.003 2.677 -1.636  C10 1.371, C11 1.394, H45 1.079
26 C 2.602 0.698 1.995  N6 1.443, C8 1.545, H27 1.096, H49 1.088
27 H 2.783 1.175 2.965  C26 1.096
28 H -0.541 -2.102 -1.665  C15 1.079
29 H -0.276 -0.747 0.758  C22 1.097
30 H 0.949 0.058 4.107  C9 1.093
31 H 2.956 0.446 -0.567  C17 1.078
32 H -0.335 -0.509 -3.483  C19 1.080
33 H 2.653 1.013 -2.920  C13 1.079
34 H -0.638 1.304 1.846  C23 1.090
35 H -1.472 -2.157 2.489  C14 1.103
36 H -0.639 -0.376 3.471  C9 1.090
37 H 0.521 -3.421 2.844  O3 0.966
38 H -1.975 1.323 -3.758  C16 1.079
39 H -1.108 -3.451 -0.254  C12 1.092
40 H 2.982 -1.157 3.055  C8 1.097
41 H 0.356 2.105 3.079  C23 1.098
42 H 0.899 -2.063 0.571  C22 1.093
43 H -0.521 2.788 0.407  C10 1.078
44 H -2.332 -3.897 0.944  C12 1.094
45 H -0.811 3.305 -1.963  C25 1.079
46 H 2.740 -1.374 1.317  C8 1.091
47 H -3.836 1.533 -2.151  C18 1.080
48 H -4.066 -0.103 -0.309  C24 1.079
49 H 3.461 0.907 1.362  C26 1.088



Here is C19H23N3O5 in the gas phase in a non-equilibrium geometry from the OMol25 dataset. Energies are from ωB97M-V/def2-TZVPD.

## Properties
HOMO	-8.4403	eV
energy relative to the best compared isomer or geometry (same formula, charge and spin)	83.7	kcal per mole
energy	-1278.27630	a.u.
SMILES	CCOc1cc(/C=C(\C#N)C(=O)NC[C@@H]2CCCO2)ccc1OCC(N)=O

Bonds (Å) are listed after each position.
Cartesian coordinates (Å):
1 O -3.337 -1.778 -0.184  C10 1.358, C21 1.418
2 O 5.308 -0.144 1.322  C13 1.407, C26 1.421
3 O -7.940 1.754 0.536  C20 1.209
4 O 3.882 -0.298 -1.733  C25 1.212
5 O -4.721 0.350 0.106  C15 1.357, C18 1.408
6 N -7.168 -0.361 0.346  C20 1.341, H38 1.006, H44 1.006
7 N 3.628 1.389 -0.241  C19 1.443, C25 1.358, H41 1.009
8 N 1.512 -2.583 -0.271  C24 1.149
9 C -2.766 1.791 -0.129  C12 1.383, C15 1.385, H29 1.078
10 C -2.622 -0.625 -0.224  O1 1.358, C15 1.418, C23 1.379
11 C 0.802 0.873 -0.640  C22 1.351, C27 1.443, H49 1.085
12 C -1.399 1.874 -0.322  C9 1.383, C27 1.394, H37 1.080
13 C 5.709 1.179 1.058  O2 1.407, C17 1.532, C19 1.547, H43 1.096
14 C 7.431 -0.260 0.239  C17 1.534, C26 1.541, H36 1.089, H46 1.088
15 C -3.391 0.556 -0.076  O5 1.357, C9 1.385, C10 1.418
16 C -1.983 -3.416 1.046  C21 1.525, H32 1.087, H47 1.087, H50 1.086
17 C 7.231 1.111 0.897  C13 1.532, C14 1.534, H28 1.088, H31 1.090
18 C -5.582 1.456 0.232  O5 1.408, C20 1.534, H40 1.098, H48 1.098
19 C 5.030 1.726 -0.220  N7 1.443, C13 1.547, H30 1.093, H45 1.092
20 C -7.029 0.973 0.389  O3 1.209, N6 1.341, C18 1.534
21 C -2.666 -3.025 -0.260  O1 1.418, C16 1.525, H39 1.094, H42 1.096
22 C 1.768 -0.071 -0.652  C11 1.351, C24 1.406, C25 1.505
23 C -1.260 -0.524 -0.413  C10 1.379, C27 1.402, H34 1.075
24 C 1.588 -1.452 -0.459  N8 1.149, C22 1.406
25 C 3.201 0.297 -0.926  O4 1.212, N7 1.358, C22 1.505
26 C 6.131 -1.021 0.564  O2 1.421, C14 1.541, H33 1.096, H35 1.092
27 C -0.622 0.725 -0.458  C11 1.443, C12 1.394, C23 1.402
28 H 7.618 1.931 0.295  C17 1.088
29 H -3.340 2.697 -0.021  C9 1.078
30 H 5.152 2.811 -0.271  C19 1.093
31 H 7.703 1.138 1.879  C17 1.090
32 H -2.703 -3.398 1.861  C16 1.087
33 H 5.607 -1.320 -0.352  C26 1.096
34 H -0.665 -1.409 -0.545  C23 1.075
35 H 6.297 -1.907 1.179  C26 1.092
36 H 7.555 -0.163 -0.839  C14 1.089
37 H -0.932 2.847 -0.359  C12 1.080
38 H -6.360 -0.948 0.224  N6 1.006
39 H -3.463 -3.738 -0.490  C21 1.094
40 H -5.332 2.063 1.112  C18 1.098
41 H 3.082 1.699 0.549  N7 1.009
42 H -1.949 -3.030 -1.089  C21 1.096
43 H 5.393 1.777 1.920  C13 1.096
44 H -8.084 -0.765 0.441  N6 1.006
45 H 5.471 1.264 -1.105  C19 1.092
46 H 8.304 -0.772 0.637  C14 1.088
47 H -1.169 -2.736 1.284  C16 1.087
48 H -5.540 2.103 -0.655  C18 1.098
49 H 1.126 1.896 -0.796  C11 1.085
50 H -1.576 -4.418 0.953  C16 1.086



Here is C19H23N5O3S in the gas phase in a non-equilibrium geometry from the OMol25 dataset. Energies are from ωB97M-V/def2-TZVPD.

## Properties
HOMO	-8.2299	eV
energy relative to the best compared isomer or geometry (same formula, charge and spin)	26.3	kcal per mole
energy	-1635.52181	a.u.
SMILES	CCCc1cc(=O)n2nc(N3CCC(C(=O)NCc4ccco4)CC3)sc2n1

Bonds (Å) are listed after each position.
Cartesian coordinates (Å):
1 S 2.409 -1.951 0.165  C15 1.746, C26 1.792
2 O -7.839 0.268 0.150  C10 1.344, C23 1.353
3 O 3.204 1.940 -2.575  C19 1.209
4 O -3.003 0.114 1.574  C16 1.212
5 N 0.097 -1.785 -1.296  C14 1.444, C26 1.338, C28 1.450
6 N 4.715 -0.569 0.248  C15 1.289, C22 1.358
7 N -4.779 -0.850 0.580  C16 1.351, C20 1.453, H47 1.008
8 N 2.992 0.122 -1.201  N9 1.349, C15 1.357, C19 1.424
9 N 1.740 -0.178 -1.605  N8 1.349, C26 1.283
10 C -8.400 1.228 -0.604  O2 1.344, C12 1.359, H34 1.072
11 C 6.656 1.307 1.815  C13 1.534, C25 1.522, H30 1.092, H48 1.091
12 C -7.575 2.304 -0.706  C10 1.359, C17 1.416, H51 1.070
13 C 6.805 0.610 0.457  C11 1.534, C22 1.496, H37 1.091, H38 1.091
14 C -0.497 -2.787 -0.443  N5 1.444, C21 1.529, H36 1.096, H50 1.091
15 C 3.539 -0.691 -0.263  S1 1.746, N6 1.289, N8 1.357
16 C -3.456 -0.620 0.724  O4 1.212, N7 1.351, C18 1.527
17 C -6.419 1.979 0.046  C12 1.416, C23 1.364, H33 1.070
18 C -2.564 -1.372 -0.263  C16 1.527, C21 1.532, C27 1.534, H29 1.095
19 C 3.708 1.232 -1.733  O3 1.209, N8 1.424, C24 1.434
20 C -5.775 -0.163 1.385  N7 1.453, C23 1.492, H31 1.093, H35 1.094
21 C -1.499 -2.148 0.519  C14 1.529, C18 1.532, H41 1.091, H45 1.091
22 C 5.467 0.470 -0.197  N6 1.358, C13 1.496, C24 1.364
23 C -6.632 0.730 0.552  O2 1.353, C17 1.364, C20 1.492
24 C 5.009 1.342 -1.141  C19 1.434, C22 1.364, H39 1.078
25 C 7.999 1.460 2.515  C11 1.522, H43 1.088, H44 1.088, H49 1.087
26 C 1.278 -1.221 -1.017  S1 1.792, N5 1.338, N9 1.283
27 C -1.881 -0.351 -1.182  C18 1.534, C28 1.528, H32 1.091, H42 1.091
28 C -0.864 -1.043 -2.089  N5 1.450, C27 1.528, H40 1.089, H46 1.095
29 H -3.159 -2.067 -0.864  C18 1.095
30 H 6.205 2.291 1.664  C11 1.092
31 H -5.216 0.420 2.121  C20 1.093
32 H -1.371 0.391 -0.565  C27 1.091
33 H -5.552 2.587 0.198  C17 1.070
34 H -9.376 1.031 -1.002  C10 1.072
35 H -6.406 -0.899 1.893  C20 1.094
36 H -1.009 -3.510 -1.088  C14 1.096
37 H 7.473 1.187 -0.182  C13 1.091
38 H 7.225 -0.385 0.615  C13 1.091
39 H 5.620 2.161 -1.485  C24 1.078
40 H -0.321 -0.313 -2.688  C28 1.089
41 H -1.968 -2.922 1.128  C21 1.091
42 H -2.623 0.165 -1.792  C27 1.091
43 H 8.454 0.487 2.686  C25 1.088
44 H 8.680 2.055 1.909  C25 1.088
45 H -0.984 -1.455 1.186  C21 1.091
46 H -1.369 -1.754 -2.751  C28 1.095
47 H -5.118 -1.423 -0.176  N7 1.008
48 H 5.979 0.719 2.437  C11 1.091
49 H 7.873 1.954 3.475  C25 1.087
50 H 0.287 -3.308 0.107  C14 1.091
51 H -7.761 3.212 -1.241  C12 1.070



energy of number 1 (C19H23N3O3S)? -1525.92356 a.u.



What is the energy relative to the best compared isomer or geometry (same formula, charge and spin) in the third record? 83.7 kcal per mole